(1)
Molecular formula: C5H13NS
Method: DFT, ωB97M-V/def2-TZVPD

Computed properties:
Max |F| in Eh/bohr: 0.1318
SMILES string: CCN[C@@H](C)CS
2S+1: 1
ΔE to the lowest compared entry with this formula, charge and spin in eV: 2.823
LUMO in eV: 0.8735
HOMO in eV: -8.403

Each line ends with the natural charge from an NBO analysis.
Atoms and positions in Å:
1 H 1.206 -2.056 -1.036  0.184
2 C 1.473 -1.530 -0.053  -0.598
3 S 0.763 0.657 -2.483  -0.082
4 H -2.686 0.411 1.453  0.197
5 H -2.047 2.055 2.719  0.218
6 H 0.836 -0.453 -3.360  0.144
7 N -0.437 -0.647 1.335  -0.644
8 H -0.648 -0.931 -1.501  0.213
9 H 1.445 -2.195 0.718  0.218
10 C -0.551 0.474 2.281  -0.223
11 C -0.338 0.041 -1.115  -0.511
12 H 2.515 -1.200 -0.119  0.211
13 C 0.420 -0.373 0.125  -0.062
14 C -1.988 0.876 2.463  -0.618
15 H -1.273 -1.152 1.095  0.362
16 H -2.417 0.486 3.381  0.215
17 H -0.110 -0.053 3.271  0.176
18 H -1.212 0.609 -0.889  0.228
19 H 0.078 1.222 2.084  0.190
20 H 1.060 0.351 0.373  0.182


(2)
Molecular formula: C3H11NOS
Method: DFT, ωB97M-V/def2-TZVPD

Computed properties:
Max |F| in Eh/bohr: 0.0406
Charge: -1
2S+1: 2
ΔE to the lowest compared entry with this formula, charge and spin in eV: 0.953
LUMO (alpha / beta) in eV: 3.3395 / 3.5037
HOMO (alpha / beta) in eV: 1.212 / -5.212

Each line ends with the Löwdin spin population.
Atoms and positions in Å:
1 H -1.426 0.600 -2.011  0.007
2 H -1.500 -0.200 2.140  0.029
3 C -0.265 -1.845 0.972  0.087
4 C 0.995 -1.172 1.483  0.089
5 H 1.692 -2.015 1.662  0.027
6 H 1.243 1.461 -2.320  0.001
7 H 0.150 1.205 0.111  0.002
8 H -0.593 2.477 -0.397  0.011
9 H -0.172 -2.195 -0.053  0.018
10 H 0.974 -0.816 2.514  0.027
11 O -0.540 0.454 -2.364  0.031
12 H -0.551 -2.680 1.603  0.060
13 H 1.464 -0.527 0.752  0.003
14 S -1.781 -0.730 0.934  0.597
15 N 0.257 1.956 -0.567  0.005
16 C 0.222 1.575 -1.961  0.001
17 H -0.170 2.453 -2.497  0.003


(3)
Molecular formula: C24H29N3O2
Method: DFT, ωB97M-V/def2-TZVPD

Computed properties:
Max |F| in Eh/bohr: 0.0118
SMILES string: Cc1ccccc1CN1CCN(Cc2cc(=O)c3ccccc3[nH]2)C[C@H]1CCO
2S+1: 1
ΔE to the lowest compared entry with this formula, charge and spin in eV: 1.592
LUMO in eV: 0.3335
HOMO in eV: -8.324

Each line ends with the natural charge from an NBO analysis.
Atoms and positions in Å:
1 C 4.322 0.052 -0.364  0.258
2 H -0.838 1.060 -0.822  0.177
3 H 2.184 -2.195 2.031  0.200
4 C -1.084 -1.689 -0.220  -0.032
5 C 5.884 0.277 -2.175  -0.172
6 H -4.341 -0.273 -2.288  0.212
7 N 3.479 -0.721 0.393  -0.563
8 C -2.559 2.858 -0.198  -0.199
9 H 1.748 -0.920 3.185  0.223
10 H -5.722 -0.248 -1.189  0.213
11 H -2.179 -4.084 -1.296  0.153
12 H 2.312 1.487 2.607  0.229
13 C 6.021 1.634 -1.895  -0.241
14 C -1.818 0.557 -0.851  -0.234
15 C -4.863 3.492 -0.144  -0.204
16 C -2.899 1.578 -0.611  -0.068
17 H -1.517 3.112 -0.057  0.210
18 N -1.919 -0.543 0.102  -0.462
19 H -2.140 -0.927 2.119  0.200
20 H -1.942 0.131 -1.852  0.205
21 C -1.734 -0.137 1.482  -0.224
22 H -1.139 -1.825 -1.309  0.191
23 C 3.705 2.025 1.040  0.504
24 H 3.405 -1.705 0.177  0.404
25 C 0.391 -1.465 0.172  -0.258
26 O 3.784 3.216 1.315  -0.599
27 H -0.196 0.303 2.925  0.207
28 H -6.252 1.969 -0.695  0.206
29 H 6.683 2.241 -2.493  0.217
30 C -0.265 0.085 1.858  -0.251
31 H -1.884 -5.071 0.152  0.183
32 C 1.817 -1.166 2.123  -0.244
33 H 5.398 3.242 -0.612  0.240
34 H -1.089 -3.115 1.396  0.221
35 C -5.210 2.218 -0.555  -0.238
36 N 0.468 -1.136 1.582  -0.439
37 H 4.935 -1.565 -1.635  0.208
38 H 0.076 -3.863 -1.445  0.458
39 H -3.246 4.807 0.356  0.214
40 C -1.633 -2.952 0.466  -0.449
41 H -2.687 -2.797 0.701  0.222
42 H -4.151 -0.875 -0.644  0.241
43 C 5.313 2.194 -0.856  -0.132
44 C -1.535 -4.203 -0.413  -0.053
45 C -4.245 1.249 -0.794  0.090
46 C 4.455 1.417 -0.075  -0.204
47 H 0.951 -2.388 0.004  0.203
48 H -2.306 0.776 1.655  0.220
49 O -0.221 -4.524 -0.812  -0.718
50 C 2.771 -0.216 1.442  0.237
51 C -4.644 -0.120 -1.252  -0.665
52 C 5.043 -0.510 -1.421  -0.275
53 H 0.143 0.946 1.302  0.175
54 C 2.868 1.094 1.770  -0.382
55 C -3.530 3.816 0.035  -0.221
56 H 0.820 -0.670 -0.466  0.175
57 H 6.439 -0.163 -2.990  0.217
58 H -5.631 4.230 0.036  0.212


(4)
Molecular formula: C4H4O2
Method: DFT, ωB97M-V/def2-TZVPD

Computed properties:
Max |F| in Eh/bohr: 0.0122
SMILES string: C#C[C@@H](O)C=O
2S+1: 1
ΔE to the lowest compared entry with this formula, charge and spin in eV: 2.025
LUMO in eV: 0.6489
HOMO in eV: -10.349

Each line ends with the natural charge from an NBO analysis.
Atoms and positions in Å:
1 H 3.217 -0.766 -0.601  0.239
2 O -2.181 -0.174 -0.735  -0.518
3 C 2.254 -0.427 -0.301  -0.192
4 H -1.343 1.606 -0.349  0.491
5 H -1.056 -1.698 -0.023  0.137
6 H -0.053 0.115 1.525  0.220
7 O -0.572 1.652 0.246  -0.685
8 C -0.182 0.332 0.453  -0.075
9 C -1.227 -0.614 -0.139  0.436
10 C 1.142 -0.028 -0.077  -0.053


(5)
Molecular formula: C2H6N2S
Method: DFT, ωB97M-V/def2-TZVPD

Computed properties:
Max |F| in Eh/bohr: 0.1380
SMILES string: [H]/N=C/NSC
2S+1: 1
ΔE to the lowest compared entry with this formula, charge and spin in eV: 3.207
LUMO in eV: 0.5657
HOMO in eV: -8.394

Each line ends with the natural charge from an NBO analysis.
Atoms and positions in Å:
1 H 2.152 1.407 -0.195  0.241
2 H -1.978 1.325 -0.441  0.338
3 H 1.479 0.604 1.245  0.217
4 N -1.114 0.547 -0.959  -0.685
5 H -0.411 -2.256 0.682  0.408
6 H 0.583 1.293 -0.214  0.250
7 H -1.916 -0.794 0.705  0.165
8 C 1.404 0.741 0.157  -0.793
9 S 1.187 -0.841 -0.752  0.436
10 C -1.198 -0.487 -0.104  0.236
11 N -0.188 -1.538 -0.125  -0.813


(6)
Molecular formula: C8H22CsN2O6S
Method: DFT, ωB97M-V/def2-TZVPD

Computed properties:
Max |F| in Eh/bohr: 0.0827
2S+1: 2
ΔE to the lowest compared entry with this formula, charge and spin in eV: 0.000
LUMO (alpha / beta) in eV: -0.6080 / -2.5741
HOMO (alpha / beta) in eV: -9.179 / -9.164

Each line ends with the Löwdin spin population.
Atoms and positions in Å:
1 O 2.377 -1.467 1.468  -0.006
2 O 1.034 -3.201 0.333  0.361
3 C 1.378 1.424 3.444  0.000
4 H -0.537 -0.707 -3.237  0.000
5 H 0.510 4.107 6.808  0.000
6 H 0.951 -2.341 -3.705  0.000
7 H -4.297 -2.955 -3.692  0.000
8 C 0.003 3.732 5.920  0.000
9 H 1.685 0.701 4.200  0.000
10 H -0.330 4.520 5.244  0.000
11 N 0.752 0.531 2.469  0.000
12 H -5.004 -1.385 -3.317  0.000
13 H 0.041 0.069 3.018  0.000
14 N 0.628 -1.801 -4.495  0.000
15 Cs 0.914 -0.058 -0.701  -0.002
16 H -1.692 0.616 -4.754  0.000
17 C 2.683 1.978 2.805  0.000
18 S 1.958 -2.875 1.423  -0.039
19 C -4.201 -1.883 -3.862  0.000
20 O -2.960 -1.387 -3.503  0.000
21 C -1.856 -2.080 -4.084  0.000
22 H -1.722 -3.002 -3.517  0.000
23 H -2.108 -2.178 -5.140  0.000
24 H -0.822 3.065 6.172  0.000
25 H -1.105 -0.289 -6.154  0.000
26 C 0.415 2.482 4.089  0.000
27 O 3.093 -3.677 1.039  0.498
28 H 1.330 -1.103 -4.698  0.000
29 O 1.430 -3.251 2.751  0.188
30 H 3.483 1.242 2.886  0.000
31 H 0.226 3.254 3.342  0.000
32 C -0.846 0.057 -5.154  0.000
33 C -0.649 -1.157 -4.224  0.000
34 H 2.582 2.301 1.769  0.000
35 H 0.001 0.733 -5.035  0.000
36 O 1.021 3.020 5.218  0.000
37 H 1.408 -0.154 2.120  0.000
38 H -0.500 1.976 4.396  0.000
39 H 3.122 2.857 3.276  0.000
40 H -4.395 -1.712 -4.921  0.000